No. 1
Formula: C50H108N3O12
Source: the OMol25 dataset
Level of theory: the ωB97M-V functional and the def2-TZVPD basis

Geometry as XYZ:
```
173
C50H108N3O12, DFT the ωB97M-V functional and the def2-TZVPD basis
C -0.21534 -6.31132 6.83741
O -0.88802 -6.75011 5.63232
C -0.21261 -6.20934 4.44417
C -1.38037 -5.57213 3.52737
C -1.02269 -5.51225 1.96572
C 0.16418 -4.44509 1.62967
C -0.19734 -3.54232 0.32436
C 0.83163 -2.34085 0.08091
C 0.60419 -1.05530 1.01622
C -0.94529 -0.76274 1.33935
C -1.38780 -1.10654 2.83016
C -2.85306 -0.88299 3.25400
C -3.27494 -1.21213 4.75180
C -2.10422 -0.85813 5.82975
C -1.16351 -2.14370 6.15832
C 0.39795 -1.75157 6.20489
C 1.28947 -2.72473 5.24698
O 2.40788 -2.00355 4.67037
C 3.40836 -2.91814 4.23256
C 3.69111 -3.17687 2.66616
O 4.13706 -3.56054 5.03669
C -3.84427 -0.33490 2.14600
C -5.36134 -0.15586 2.58932
C -6.02519 -1.64626 2.65391
C -7.61972 -1.64228 2.47378
N -8.12709 -3.00292 2.90928
C -3.27679 -0.02146 0.73294
N -4.14324 0.50409 -0.32958
C -4.72415 1.84674 -0.00687
C -5.15622 -0.47440 -0.78011
C -4.74550 -1.40548 -2.03775
O -6.30616 -0.61908 -0.31045
N -1.87123 -0.22572 0.36048
C -1.43768 0.12274 -1.03972
C -1.41582 1.70318 -1.33098
C 0.02079 2.29433 -1.71564
O 0.49351 1.63388 -2.90844
H -0.38505 -7.09821 7.66493
H 0.91680 -6.18359 6.72382
H -0.68606 -5.32482 7.22057
H 0.39145 -7.02320 3.91004
H 0.43157 -5.33222 4.80797
H -1.65114 -4.54612 3.94684
H -2.30212 -6.25573 3.63958
H -0.74987 -6.54657 1.56898
H -1.98061 -5.19286 1.41954
H 0.42233 -3.79563 2.53136
H 1.06475 -5.10475 1.32564
H -1.29980 -3.24291 0.31598
H -0.06388 -4.26499 -0.56779
H 0.85125 -2.10844 -1.03570
H 1.87918 -2.75397 0.34617
H 1.14665 -1.24509 2.01592
H 1.04311 -0.15223 0.46090
H -0.64180 -1.52898 3.58320
H -4.17585 -0.56949 5.08133
H -3.47676 -2.33296 4.86982
H -1.50464 0.06803 5.54052
H -2.63515 -0.61336 6.81598
H -1.33344 -2.97817 5.37593
H -1.51008 -2.60109 7.16142
H 0.85693 -1.77269 7.24734
H 0.52471 -0.69895 5.78001
H 0.57542 -3.09351 4.43458
H 1.60045 -3.61769 5.89294
H 3.56242 -2.17166 2.11638
H 2.98738 -3.97911 2.22737
H 4.76421 -3.56852 2.52301
H -5.43125 0.27197 3.64707
H -5.98600 0.51408 1.91361
H -5.50781 -2.27064 1.83524
H -5.81449 -2.14549 3.67231
H -8.14790 -0.83079 3.09488
H -7.97236 -1.51650 1.39239
H -7.96883 -3.01317 3.92756
H -7.52361 -3.73755 2.49020
H -4.20314 2.60690 -0.70804
H -5.84262 1.93181 -0.26113
H -4.47734 2.17404 1.05887
H -3.89569 -2.12053 -1.78119
H -5.69067 -1.90493 -2.42788
H -4.37155 -0.67253 -2.85167
H -0.43506 -0.33286 -1.32762
H -2.21255 -0.34702 -1.75502
H -1.93341 2.26659 -0.47108
H -2.09449 1.87782 -2.25127
H -0.13802 3.41892 -1.92781
H 0.73681 2.24614 -0.82546
H 0.42420 2.29948 -3.63564
C -4.35996 2.85250 8.47379
C -3.12729 2.45298 7.67865
C -2.56657 3.63057 6.89700
O -3.46586 1.40099 6.77373
H -5.15667 3.20229 7.80930
H -4.75872 1.99413 9.02111
H -4.12867 3.64598 9.18850
H -2.36238 2.06442 8.35703
H -3.30079 4.00733 6.17771
H -1.68781 3.32596 6.32147
H -2.28148 4.44745 7.56456
H -4.14251 1.73520 6.16906
C -0.80389 -5.21412 -4.61134
C -1.68589 -4.80597 -3.44398
C -3.10134 -4.48893 -3.90001
O -1.12264 -3.65960 -2.80683
H -0.72566 -4.40554 -5.34534
H 0.21109 -5.42660 -4.26485
H -1.19626 -6.10236 -5.11261
H -1.71058 -5.61052 -2.70351
H -3.10538 -3.65431 -4.60889
H -3.71968 -4.18564 -3.05045
H -3.56541 -5.35474 -4.37844
H -1.09615 -2.94141 -3.45367
C -0.89315 5.08420 2.15281
C -1.27783 4.06251 3.21121
C -0.76766 2.67570 2.85340
O -2.69827 4.02626 3.34112
H -1.32969 4.82439 1.18229
H -1.27606 6.07331 2.41707
H 0.19227 5.14780 2.04118
H -0.87035 4.36538 4.17959
H -1.19527 2.32799 1.90606
H -1.05526 1.94525 3.61503
H 0.32210 2.67732 2.76523
H -3.06790 3.75946 2.48904
C 2.34462 5.74512 -1.90696
C 2.18734 5.23563 -3.33094
C 2.48360 6.32706 -4.34520
O 0.85215 4.76025 -3.52010
H 1.64670 6.56468 -1.70594
H 2.11744 4.95263 -1.18795
H 3.36152 6.10080 -1.72531
H 2.86008 4.38971 -3.49506
H 1.79053 7.16727 -4.22918
H 2.35562 5.95001 -5.36301
H 3.50463 6.69943 -4.23631
H 0.24863 5.50197 -3.37743
C 2.89225 -5.11066 -3.19366
C 3.63524 -5.40385 -1.89943
C 4.68065 -6.49041 -2.09475
O 2.70282 -5.81668 -0.89971
H 2.36366 -6.00034 -3.55102
H 2.13615 -4.33616 -3.03505
H 3.57814 -4.77509 -3.97560
H 4.11711 -4.49114 -1.53749
H 4.21419 -7.42805 -2.41366
H 5.19833 -6.69851 -1.15463
H 5.42034 -6.19669 -2.84364
H 2.27132 -6.62385 -1.21051
C 5.05976 4.98583 -7.75539
C 5.79310 4.67927 -6.45940
C 6.83774 3.59264 -6.65860
O 4.85382 4.25878 -5.46994
H 4.53186 4.10048 -8.12469
H 4.30424 5.76017 -7.59512
H 5.75135 5.32742 -8.52941
H 6.27422 5.58753 -6.08550
H 6.37153 2.65900 -6.98966
H 7.34909 3.37440 -5.71712
H 7.58277 3.89228 -7.39996
H 4.42268 3.45555 -5.79088
C 7.77203 7.76178 -9.11578
C 7.61475 7.25214 -10.54017
C 7.91358 8.34450 -11.55470
O 6.28219 6.77909 -10.73082
H 7.07516 8.58209 -8.91544
H 7.54334 6.96995 -8.39702
H 8.78960 8.11632 -8.93323
H 8.28657 6.40496 -10.70371
H 7.22159 9.18490 -11.43863
H 7.78576 7.96789 -12.57295
H 8.93538 8.71656 -11.44512
H 5.67937 7.52107 -10.58865
```

The LUMO energy comes out at -0.128 hartree. As for the net charge: +1. The multiplicity is 1. As for the maximum force: 5.08 eV/Å.

Atomic partial charges in e from the Löwdin method, atoms 1 to 5:
1 C -0.13
2 O -0.23
3 C -0.19
4 C -0.17
5 C -0.19

---

No. 2
Formula: C50H109O36P3
Source: the OMol25 dataset
Level of theory: the ωB97M-V functional and the def2-TZVPD basis

Geometry as XYZ:
```
198
C50H109O36P3, DFT the ωB97M-V functional and the def2-TZVPD basis
C -1.32556 0.39241 3.07110
C 0.12408 -0.02822 2.88808
O 0.25544 -0.88753 1.76436
P 0.93874 -0.44639 0.35618
O 1.88142 0.68585 0.40715
O -0.34462 -0.28977 -0.58737
C -0.85808 1.01768 -0.85976
C -1.36048 1.01241 -2.29142
O 1.63276 -1.80183 -0.09412
C 2.79814 -2.33555 0.57039
C 2.55426 -2.70225 2.00048
H -1.46631 1.42876 2.73832
H -2.09233 -0.16739 2.53939
H -1.63969 0.54365 4.10755
H 0.71006 0.87825 2.71372
H 0.56285 -0.50263 3.76675
H -1.67625 1.24326 -0.16856
H -0.18711 1.85992 -0.67193
H -2.04675 1.83292 -2.49618
H -0.48557 1.15041 -2.93000
H -1.82871 0.04202 -2.44987
H 3.13048 -3.21723 0.02713
H 3.65702 -1.66762 0.49048
H 3.51844 -3.02936 2.40006
H 2.21199 -1.90752 2.66227
H 1.78863 -3.47577 2.06529
C 2.37931 1.79100 2.33453
C 1.41311 2.29735 1.27007
O 0.55984 3.28025 1.90109
P -0.96870 3.49180 1.53349
O -1.66044 2.37558 0.87804
O -1.58792 3.99578 2.89913
C -2.92554 3.71878 3.25819
C -3.28967 4.47284 4.52747
O -0.83444 4.81899 0.66039
C -0.84149 4.69201 -0.77343
C -2.32280 4.59213 -1.23654
H 1.97457 1.86938 3.34271
H 2.82609 0.82396 2.12416
H 3.13754 2.57935 2.39554
H 1.80087 2.70759 0.33552
H 0.73822 1.52712 0.87681
H -3.64569 4.05358 2.50237
H -3.12781 2.65188 3.37135
H -2.58463 4.23055 5.32276
H -3.30753 5.56015 4.45491
H -4.31930 4.17202 4.73207
H -0.45371 5.63489 -1.15536
H -0.24518 3.86815 -1.16767
H -2.62333 3.55376 -1.34259
H -2.93995 5.12171 -0.51350
H -2.38248 5.15900 -2.16714
C -6.66435 -2.44768 -3.43843
C -7.81191 -2.81807 -2.53505
O -8.13178 -1.77117 -1.60471
P -7.27110 -1.69944 -0.23487
O -7.24734 -2.98274 0.48732
O -5.79815 -1.30631 -0.74113
C -4.85251 -0.90711 0.24871
C -3.80284 -0.03120 -0.42969
O -7.87153 -0.43920 0.50019
C -7.75402 0.91373 -0.01234
C -8.32766 1.84697 1.02585
H -6.72720 -3.17146 -4.25819
H -6.77466 -1.43418 -3.82152
H -5.66236 -2.58565 -3.03481
H -8.69062 -2.92436 -3.17183
H -7.62218 -3.71554 -1.94236
H -5.32038 -0.38035 1.08336
H -4.28932 -1.74092 0.67224
H -4.12354 0.92643 -0.83823
H -2.88317 0.09161 0.14014
H -3.44217 -0.59881 -1.29493
H -6.75305 1.17456 -0.35492
H -8.36547 0.88619 -0.91802
H -7.50794 2.37625 1.51367
H -8.96537 2.62089 0.59416
H -8.97307 1.37016 1.76004
C -0.02849 0.72238 7.87410
C 0.40818 0.81648 6.41602
O 1.82532 0.70660 6.28507
C 2.49716 1.80357 5.92287
O 2.04626 2.84942 5.57980
O 3.83212 1.64579 6.02169
C 4.41961 0.36275 6.08148
H 0.43477 -0.12903 8.37302
H -1.10348 0.60280 7.98707
H 0.33979 1.65782 8.29786
H -0.10034 1.69203 6.01178
H 0.06882 -0.01969 5.80178
H 4.23892 -0.09536 7.05668
H 5.49316 0.41519 5.91741
H 4.06792 -0.38366 5.36476
C 4.90640 0.71436 2.45624
C 5.34881 0.51484 1.01127
O 6.53932 1.25428 0.73009
C 7.00658 1.27359 -0.50267
O 6.61798 0.56540 -1.40176
O 8.03287 2.11782 -0.57599
C 8.64623 2.27690 -1.82849
H 4.93486 1.76179 2.75365
H 5.69386 0.23901 3.04691
H 3.91848 0.27755 2.57913
H 4.57235 0.83646 0.30965
H 5.47318 -0.52749 0.71962
H 9.71522 2.06580 -1.76883
H 8.52984 3.26100 -2.28419
H 8.35493 1.62250 -2.65273
C 3.05166 -5.69254 -1.14590
C 2.10523 -6.62750 -0.40128
O 1.32609 -5.93239 0.58759
C 0.33822 -5.13620 0.21717
O -0.00066 -4.85715 -0.90175
O -0.23515 -4.67731 1.33413
C -1.41752 -3.86231 1.31404
H 3.71527 -6.24804 -1.80778
H 3.68132 -5.19295 -0.40906
H 2.48495 -4.96758 -1.72812
H 2.61924 -7.44522 0.09908
H 1.41951 -7.14301 -1.07712
H -1.50777 -3.04993 0.59400
H -1.34072 -3.43369 2.30983
H -2.28337 -4.51375 1.21554
C -4.22938 5.65192 -5.29041
C -3.71343 4.56892 -6.25002
O -3.39036 3.42084 -5.48305
C -3.66707 2.22733 -5.99850
O -4.17733 1.98024 -7.05566
O -3.26684 1.32940 -5.09828
C -3.61964 -0.02089 -5.36545
H -4.81086 6.46040 -5.74498
H -3.37339 6.24982 -4.97269
H -4.89721 5.20209 -4.56082
H -2.84081 4.92814 -6.80213
H -4.40259 4.45492 -7.08859
H -3.71208 -0.57805 -4.43715
H -2.91471 -0.45880 -6.07155
H -4.58995 -0.12803 -5.85527
C 5.37416 -1.08351 -6.10803
C 4.26520 -1.89771 -6.77761
O 3.55453 -2.65054 -5.76298
C 2.40699 -2.23159 -5.28195
O 1.86367 -1.18177 -5.54271
O 2.00610 -3.12259 -4.38896
C 0.99197 -2.76625 -3.48184
H 5.10298 -0.49984 -5.22687
H 5.95524 -0.46882 -6.78947
H 5.97466 -1.86035 -5.61986
H 4.62493 -2.62379 -7.49677
H 3.55834 -1.16024 -7.15860
H 1.33762 -1.96128 -2.82260
H 0.70793 -3.50743 -2.73662
H 0.06754 -2.36262 -3.89623
C -2.71969 -1.71809 6.63994
C -3.83016 -1.08128 5.80839
O -3.71794 -1.49302 4.45547
C -4.05469 -2.72150 4.11483
O -4.45521 -3.58149 4.85600
O -4.02174 -2.81694 2.78354
C -4.80418 -3.84650 2.13615
H -1.76104 -1.34656 6.26979
H -2.69726 -2.79479 6.48852
H -2.84071 -1.44857 7.68827
H -3.76014 0.00381 5.85898
H -4.77695 -1.34592 6.28362
H -4.68730 -3.68336 1.07169
H -5.83048 -3.75250 2.47886
H -4.40861 -4.81014 2.45913
C 7.29188 -2.77083 2.63241
C 6.75301 -3.57266 1.45447
O 6.10924 -2.69019 0.53619
C 6.08751 -3.02031 -0.74816
O 6.53431 -4.02618 -1.23716
O 5.27862 -2.15686 -1.34554
C 4.94770 -2.36525 -2.71603
H 7.76148 -3.46676 3.33133
H 6.60482 -2.07976 3.10977
H 8.19039 -2.26200 2.27180
H 6.00083 -4.31308 1.74370
H 7.54292 -4.19908 1.04096
H 4.31279 -1.52596 -3.00664
H 4.32940 -3.24766 -2.86285
H 5.81442 -2.23220 -3.35857
C 3.02432 0.99182 -2.85047
C 2.50095 2.37504 -2.51019
O 1.67648 2.89635 -3.55888
C 0.88052 3.90029 -3.22470
O 0.44718 4.16584 -2.13070
O 0.46704 4.44409 -4.37386
C -0.56951 5.42403 -4.28532
H 2.15291 0.32456 -2.81371
H 3.69438 0.63649 -2.07098
H 3.31570 0.84672 -3.89165
H 3.32518 3.08360 -2.39727
H 1.94791 2.28346 -1.57602
H -0.61854 5.91765 -5.25522
H -0.38237 6.21501 -3.56204
H -1.51653 4.90864 -4.13438
```

The LUMO energy comes out at 0.015 hartree. As for the net charge: 0. The multiplicity is 1. As for the maximum force: 10.17 eV/Å.

Atomic partial charges in e from the Löwdin method, atoms 1 to 5:
1 C -0.03
2 C -0.23
3 O -0.16
4 P 0.54
5 O -0.30

---

Question: Among the records above, which one has the highest LUMO energy?
Answer: C50H109O36P3